Version 1
Entry from OMol25: a 2-piece molecular cluster, C2H5ClN2 overall (ωB97M-V/def2-TZVPD).

Last column: Mulliken charge in e.
Positions of all 10 atoms, in Å:
C: 0.781 0.819 0.170  -0.0588
C: -0.882 -0.841 0.059  -0.6936
N: 0.427 -0.344 0.259  -0.2602
N: 2.802 0.960 0.038  -0.4191
Cl: 3.361 -0.583 0.079  -0.0626
H: 0.273 1.683 -0.038  0.3973
H: -1.725 -0.149 0.102  0.2943
H: -1.019 -1.695 0.719  0.2407
H: -0.748 -1.103 -0.978  0.2997
H: 2.444 1.142 -0.940  0.2623

As for the total charge: 0.

Version 2
Entry from OMol25: one molecule with the formula C2H5ClN2 (ωB97M-V/def2-TZVPD).

Last column: Mulliken charge in e.
Positions of all 10 atoms, in Å:
C: 0.477 1.165 0.458  -0.7803
N: -0.050 -0.109 0.838  -0.2165
C: -0.437 -0.912 -0.271  0.1347
N: 0.005 -0.829 -1.443  -0.4408
Cl: -0.194 -2.241 -2.479  -0.1356
H: 1.243 1.621 1.212  0.2449
H: 1.116 1.088 -0.424  0.3263
H: -0.323 1.941 0.428  0.2541
H: -0.675 -0.151 1.587  0.2501
H: -1.162 -1.573 0.095  0.3630

As for the SMILES: CN/C=N/Cl. As for the total charge: 0.

version 2 is the most stable structure; the next one sits 2.501 eV above it.

Version 1
Entry from OMol25: a 2-piece molecular cluster, C9H17N3O overall (ωB97M-V/def2-TZVPD).

Last column: Mulliken charge in e.
Positions of all 30 atoms, in Å:
C: -3.417 1.441 -0.623  -0.5139
C: -2.218 0.860 -0.685  -0.4319
C: -4.227 0.514 0.096  0.5724
C: -1.501 -2.652 0.353  -0.9501
C: 2.997 -0.260 1.416  -1.5180
C: 2.942 -0.551 -1.068  -1.6916
C: 3.788 1.653 -0.141  -1.3484
C: -1.167 -1.187 -0.098  -0.2574
C: 2.725 0.469 0.039  1.4360
N: -3.545 -0.625 0.284  -0.8633
N: -2.233 -0.358 -0.164  0.7020
N: -5.454 0.796 0.504  -0.4545
O: 1.429 0.999 -0.095  -0.5507
H: -3.727 2.301 -1.157  0.3645
H: -1.461 1.363 -1.223  0.4009
H: -1.443 -3.225 -0.594  0.2511
H: -0.667 -2.971 0.908  0.2710
H: -2.383 -2.655 0.953  0.3938
H: 4.035 -0.638 1.453  0.3421
H: 2.953 0.626 2.102  0.3621
H: 2.298 -0.953 1.725  0.4167
H: 2.767 0.038 -1.896  0.5189
H: 2.405 -1.462 -1.020  0.4293
H: 4.015 -0.823 -1.047  0.3555
H: 4.161 1.718 -1.183  0.3498
H: 3.230 2.457 0.297  0.4227
H: 4.725 1.262 0.444  0.2682
H: 0.815 0.177 -0.144  0.2455
H: -5.813 1.662 0.204  0.2211
H: -6.030 0.026 0.360  0.2561

As for the total charge: 0.

Version 2
Entry from OMol25: a 2-piece molecular cluster, C9H17N3O overall (ωB97M-V/def2-TZVPD).

Last column: Mulliken charge in e.
Positions of all 30 atoms, in Å:
C: -0.980 -1.268 0.336  -1.0058
C: -1.499 -0.919 -1.177  -0.7210
N: -0.534 -1.416 -2.173  0.1161
C: -0.969 -2.433 -3.054  -1.0811
C: 0.482 -0.578 -2.617  0.4748
C: 1.117 0.424 -1.617  -0.3005
O: 1.111 -0.906 -3.604  -0.6371
H: -1.193 -2.351 0.458  0.4120
H: -0.962 -0.310 0.967  0.2119
H: 0.142 -1.570 0.231  0.3463
H: -2.401 -1.475 -1.301  0.4749
H: -1.810 0.093 -1.339  0.3504
H: -0.534 -2.275 -4.071  0.3675
H: -0.823 -3.478 -2.882  0.3372
H: -2.075 -2.517 -3.293  0.3253
H: 0.870 1.468 -1.837  0.2434
H: 0.741 0.125 -0.640  -0.2307
H: 2.189 0.143 -1.586  0.2714
C: -0.046 0.705 3.943  -1.3030
C: 0.409 1.210 2.647  0.8192
C: 1.681 1.524 2.247  -0.5131
N: 1.494 2.369 1.141  -0.0521
C: 0.107 2.511 0.900  -0.3782
N: -0.484 1.755 1.755  -0.5773
H: -0.051 1.720 4.491  0.2519
H: 0.505 0.021 4.568  0.3600
H: -1.084 0.417 4.014  0.3266
H: 2.597 1.183 2.716  0.4269
H: 2.297 2.824 0.723  0.1834
H: -0.298 3.003 0.055  0.5007

As for the SMILES: CCN(C)C(C)=O.Cc1c[nH]cn1. As for the total charge: 0.

version 2 is the most stable structure; the next one sits 2.017 eV above it.

Version 1
Entry from OMol25: a 5-piece molecular cluster, C3H14O4 overall (ωB97M-V/def2-TZVPD).

Last column: Mulliken charge in e.
Positions of all 21 atoms, in Å:
C: 3.123 1.132 2.482  -0.7663
C: 2.026 1.266 1.744  -0.0685
C: 1.698 2.337 0.631  -0.8978
H: 3.077 0.328 3.232  0.2488
H: 3.857 1.891 2.651  0.3011
H: 1.218 0.569 1.884  0.3723
H: 2.703 2.530 0.208  0.3277
H: 1.030 2.980 1.200  0.3089
H: 1.131 1.761 -0.133  0.1977
O: 1.181 -2.076 0.088  -0.6233
H: 1.768 -2.766 -0.207  0.2835
H: 1.267 -1.208 -0.294  0.3175
O: -1.621 -0.266 -1.013  -0.6306
H: -1.751 -0.989 -0.386  0.3283
H: -1.046 -0.586 -1.713  0.2908
O: -1.147 -1.550 1.676  -0.6223
H: -0.984 -1.459 2.618  0.2899
H: -0.307 -1.925 1.368  0.3423
O: -4.093 0.223 -4.571  -0.6305
H: -4.077 -0.552 -4.003  0.3186
H: -3.337 0.243 -5.151  0.3119

As for the SMILES: C=CC.O.O.O.O. As for the total charge: 0.

Version 2
Entry from OMol25: a 4-piece molecular cluster, C3H14O4 overall (ωB97M-V/def2-TZVPD).

Last column: Mulliken charge in e.
Positions of all 21 atoms, in Å:
C: 0.994 -2.415 1.576  -1.2396
C: 0.832 -1.335 0.387  -0.2949
C: -0.237 -1.636 -0.680  -0.2992
O: -0.432 -0.536 -1.549  -0.6179
H: -0.080 -2.729 1.968  0.2493
H: 1.489 -3.290 1.415  0.4004
H: 1.602 -1.913 2.205  0.3879
H: 1.749 -1.413 -0.103  0.3487
H: 0.751 -0.262 0.649  0.2521
H: -1.279 -1.784 -0.281  0.2375
H: -0.017 -2.522 -1.219  0.2444
H: 0.393 0.168 -1.735  0.3432
O: -0.681 2.941 0.180  -0.7646
H: -0.654 2.978 1.200  0.3484
H: -1.470 2.362 0.014  0.4066
O: -2.639 1.306 -0.551  -0.7254
H: -2.137 0.622 -1.055  0.3667
H: -3.240 1.786 -1.130  0.3210
O: 1.816 2.278 -0.394  -0.6730
H: 2.369 2.939 -0.685  0.2700
H: 0.872 2.455 -0.213  0.4384

As for the SMILES: CCCO.O.O.O. As for the total charge: 0.

Version 3
Entry from OMol25: a 4-piece molecular cluster, C3H14O4 overall (ωB97M-V/def2-TZVPD).

Last column: Mulliken charge in e.
Positions of all 21 atoms, in Å:
C: -1.782 2.141 1.654  -1.3347
C: -1.929 0.788 0.817  -0.3555
C: -0.515 0.477 0.355  -0.2899
O: -0.679 -0.618 -0.566  -0.6126
H: -2.728 2.445 2.176  0.3561
H: -1.365 1.882 2.592  0.3756
H: -1.451 3.008 1.202  0.4009
H: -2.810 0.910 0.190  0.3478
H: -2.242 -0.065 1.487  0.1888
H: 0.095 0.279 1.267  0.2507
H: -0.094 1.226 -0.322  0.3016
H: -0.032 -1.421 -0.477  0.3507
O: 2.282 -2.791 0.283  -0.6108
H: 3.259 -2.589 0.179  0.3162
H: 1.921 -3.411 -0.246  0.2944
O: 4.225 2.081 -3.960  -0.6663
H: 3.345 1.649 -4.381  0.3401
H: 4.605 2.805 -4.492  0.3262
O: -1.033 -3.116 0.481  -0.6601
H: -1.565 -3.548 1.224  0.3024
H: -1.507 -2.130 0.535  0.3785

As for the SMILES: CCCO.O.O.O. As for the total charge: 0.

version 2 is the most stable structure; the next one sits 0.148 eV above it.

Version 1
Entry from OMol25: a 2-piece molecular cluster, CH6BN overall (ωB97M-V/def2-TZVPD).

Last column: Mulliken charge in e.
Positions of all 9 atoms, in Å:
B: -0.589 1.441 -0.413  0.0635
C: 0.442 -1.398 0.970  -0.7611
N: -0.127 0.264 -0.821  -0.2971
H: -0.555 2.200 -1.217  -0.0630
H: -0.981 1.715 0.590  -0.0818
H: 0.025 -2.203 0.296  0.2692
H: 1.443 -1.157 0.682  0.2947
H: -0.224 -0.715 1.357  0.2986
H: 0.566 -0.147 -1.444  0.2771

As for the total charge: 0.

Version 2
Entry from OMol25: one molecule with the formula CH6BN (ωB97M-V/def2-TZVPD).

Last column: Mulliken charge in e.
Positions of all 9 atoms, in Å:
B: 1.135 -0.078 1.217  0.1515
N: -0.263 0.085 0.416  -0.3549
C: -0.674 -0.061 -0.912  -0.5748
H: 0.912 -0.270 2.396  -0.0419
H: 2.000 -0.517 0.540  -0.0660
H: -0.836 0.390 1.130  0.1696
H: 0.192 -0.504 -1.452  0.2320
H: -1.564 -0.744 -0.942  0.2363
H: -0.922 0.831 -1.524  0.2482

As for the SMILES: BNC. As for the total charge: 0.

version 2 is the most stable structure; the next one sits 3.107 eV above it.

Version 1
Entry from OMol25: one molecule with the formula CH6BN (ωB97M-V/def2-TZVPD).

Last column: Mulliken charge in e.
Positions of all 9 atoms, in Å:
B: -1.509 0.105 0.003  0.1237
N: -0.216 -0.515 -0.037  -0.2599
C: 1.130 0.124 0.013  -0.6943
H: -2.445 -0.567 -0.110  -0.0744
H: -1.544 1.156 0.250  -0.0839
H: -0.080 -1.459 -0.056  0.1697
H: 1.708 -0.187 0.813  0.3186
H: 1.814 0.045 -0.930  0.2495
H: 1.142 1.300 0.054  0.2509

As for the SMILES: BNC. As for the total charge: 0.

Version 2
Entry from OMol25: a 2-piece molecular cluster, CH6BN overall (ωB97M-V/def2-TZVPD).

Last column: Mulliken charge in e.
Positions of all 9 atoms, in Å:
B: 0.279 -0.384 -0.072  -0.2365
C: -1.191 0.190 -0.072  -0.7115
N: 1.485 0.304 0.010  -0.1529
H: 0.323 -2.483 -0.215  -0.1144
H: -1.995 -0.440 -0.474  0.2606
H: -1.474 1.232 -0.489  0.2784
H: -1.248 0.355 1.027  0.2727
H: 2.376 0.016 -0.126  0.1768
H: 1.445 1.209 0.411  0.2268

As for the total charge: 0.

version 1 is the most stable structure; the next one sits 1.769 eV above it.

Version 1
Entry from OMol25: a 4-piece molecular cluster, C3H12NO2 overall (ωB97M-V/def2-TZVPD).

Last column: Mulliken charge in e.
Positions of all 18 atoms, in Å:
O: 3.582 -3.655 -0.905  -0.4081
C: 3.362 -3.975 -2.269  -0.4365
C: 4.445 -5.038 -2.663  -0.3601
N: 5.637 -4.667 -1.961  -0.1037
C: 6.754 -5.501 -2.305  -0.6614
H: 4.544 -3.933 -0.863  0.4634
H: 2.354 -4.344 -2.462  0.3618
H: 3.499 -3.068 -2.907  0.2722
H: 4.583 -5.058 -3.758  0.4586
H: 4.039 -6.058 -2.337  0.3779
H: 5.505 -2.822 1.358  -0.1199
H: 5.667 -3.239 1.942  0.1266
H: 6.496 -6.604 -2.114  0.3539
H: 7.593 -5.219 -1.696  0.3318
H: 7.044 -5.359 -3.360  0.3434
H: -20.307 19.485 7.230  0.3011
H: -20.586 18.226 7.982  0.3327
O: -20.708 19.566 8.143  -0.6339

As for the total charge: +1.

Version 2
Entry from OMol25: a 2-piece molecular cluster, C3H12NO2 overall (ωB97M-V/def2-TZVPD).

Last column: Mulliken charge in e.
Positions of all 18 atoms, in Å:
C: 0.396 0.044 -0.569  -0.7728
C: -0.372 -1.272 -0.466  0.6690
C: 0.507 -2.386 0.052  -1.5386
O: -1.528 -1.064 0.305  -0.5722
N: -0.611 1.216 -0.549  -0.2522
H: 1.093 0.298 0.230  0.2930
H: 0.908 0.138 -1.519  0.3697
H: -0.674 -1.529 -1.490  0.1990
H: 1.226 -2.718 -0.693  0.3902
H: -0.099 -3.238 0.308  0.4350
H: 1.088 -2.090 0.925  0.4241
H: -1.535 -1.647 1.070  0.3315
H: -1.560 0.826 -0.440  0.3923
H: -0.549 1.770 -1.390  0.3561
H: -0.363 1.810 0.256  0.3034
H: 0.676 3.113 2.094  0.3407
H: 0.561 3.773 0.720  0.3392
O: 0.837 2.956 1.155  -0.7075

As for the total charge: +1.

version 2 is the most stable structure; the next one sits 9.024 eV above it.

Version 1
Entry from OMol25: a 2-piece molecular cluster, C3H12NO2 overall (ωB97M-V/def2-TZVPD).

Last column: Mulliken charge in e.
Positions of all 18 atoms, in Å:
C: 0.249 0.830 -0.597  -0.6690
O: 0.127 0.410 -1.950  -0.5523
C: -0.542 -0.175 0.212  0.2120
C: -0.728 0.225 1.660  -1.3667
N: -1.890 -0.274 -0.480  -0.2548
H: 1.277 0.847 -0.237  0.4034
H: -0.156 1.842 -0.470  0.3591
H: 0.719 0.918 -2.508  0.3265
H: -0.092 -1.160 0.102  0.3149
H: 0.253 0.273 2.118  0.3237
H: -1.296 -0.534 2.198  0.4053
H: -1.215 1.194 1.743  0.4079
H: -2.473 0.524 -0.277  0.3507
H: -1.743 -0.323 -1.495  0.3587
H: -2.398 -1.119 -0.209  0.3671
H: 2.752 -0.984 1.904  0.2898
H: 3.202 -1.134 0.484  0.2810
O: 2.445 -0.851 1.018  -0.5572

As for the total charge: +1.

Version 2
Entry from OMol25: a 3-piece molecular cluster, C3H12NO2 overall (ωB97M-V/def2-TZVPD).

Last column: Mulliken charge in e.
Positions of all 18 atoms, in Å:
C: 0.783 2.488 0.154  -1.0444
C: 0.380 1.383 1.037  0.4500
C: -0.435 1.319 2.105  -0.7522
N: 1.164 0.084 0.873  -0.3465
H: 1.581 3.119 0.542  0.3020
H: 1.113 2.071 -0.800  0.3658
H: -0.082 3.128 -0.029  0.3454
H: -0.150 0.882 3.059  0.2691
H: -1.493 1.537 2.037  0.2716
H: 1.398 -0.407 1.729  0.3688
H: 2.121 0.330 0.561  0.3904
H: 0.735 -0.407 0.041  0.4130
H: -0.433 -1.973 -1.513  0.3913
H: 0.144 -2.358 -0.227  0.3232
O: 0.328 -1.722 -0.935  -0.7226
H: -2.792 -2.465 -1.836  0.3117
H: -2.209 -2.415 -3.234  0.3247
O: -1.948 -2.429 -2.305  -0.6613

As for the total charge: +1.

version 1 is the most stable structure; the next one sits 1.947 eV above it.

Version 1
Entry from OMol25: a 3-piece molecular cluster, C3H12NO2 overall (ωB97M-V/def2-TZVPD).

Last column: Mulliken charge in e.
Positions of all 18 atoms, in Å:
C: 3.190 -2.250 -0.764  -1.0267
C: 1.771 -1.676 -0.798  -0.0929
C: 1.070 -1.433 0.301  -0.1375
N: -0.077 -0.401 0.140  -0.3876
H: 3.659 -1.866 -1.669  0.3202
H: 3.629 -1.920 0.178  0.3312
H: 3.209 -3.338 -0.661  0.3114
H: 1.524 -1.090 -1.693  0.1820
H: 1.129 -1.970 1.230  0.3539
H: -0.953 -0.430 0.670  0.3679
H: 0.148 0.605 0.191  0.3963
H: -0.274 -0.578 -0.852  0.3711
H: -1.744 2.110 0.342  0.3650
H: -1.212 2.992 1.247  0.3391
O: -0.835 2.349 0.620  -0.6701
H: -4.533 2.367 0.684  0.3248
H: -3.759 2.590 -0.570  0.3411
O: -3.705 2.100 0.258  -0.6890

As for the total charge: +1.

Version 2
Entry from OMol25: a 2-piece molecular cluster, C3H12NO2 overall (ωB97M-V/def2-TZVPD).

Last column: Mulliken charge in e.
Positions of all 18 atoms, in Å:
O: -2.169 0.963 0.156  -0.5371
C: -0.951 1.533 -0.373  -0.4142
C: -0.312 0.237 -0.912  -0.5799
N: 0.139 -0.716 0.202  0.0305
C: 0.048 -2.093 -0.316  -0.8232
H: -2.820 1.666 0.353  0.3140
H: -1.159 2.069 -1.283  0.3498
H: -0.469 2.081 0.463  0.3141
H: 0.608 0.549 -1.400  0.3653
H: -0.945 -0.308 -1.622  0.3274
H: -0.497 -0.543 0.995  0.3818
H: 1.134 -0.582 0.474  0.2630
H: -0.663 -2.212 -1.113  0.3490
H: -0.290 -2.762 0.525  0.3517
H: 0.975 -2.451 -0.708  0.3390
H: 3.313 0.606 0.516  0.3384
H: 2.523 0.570 1.879  0.3437
O: 2.688 0.086 1.029  -0.7134

As for the total charge: +1.

version 2 is the most stable structure; the next one sits 0.680 eV above it.